The following is a quantum chemistry calculation of 9 unconnected molecules or ions with the total composition C31H53Br2F3N2O9 at a distorted geometry, from the OMol25 dataset.

Geometry as XYZ:
```
100
Properties=species:S:1:pos:R:3:forces:R:3:mulliken_charge:R:1
Br -2.0050 -0.0084 0.4335 0.1 0.3 0.5 0.23
Br -5.0014 1.3572 -0.0186 0.1 0.0 0.3 -0.07
F -2.5986 2.4926 4.8685 -1.6 0.3 0.2 -0.27
F -0.9791 1.8813 6.0936 0.3 -0.6 1.6 -0.34
F -0.6162 3.0466 4.3910 0.8 1.0 -0.6 -0.27
O -1.1520 0.4709 -2.6143 -0.1 0.2 0.0 -0.54
O 2.9272 -1.2776 -5.3026 0.1 0.0 0.0 -0.52
O 0.2339 -2.5194 1.3075 0.0 0.0 -0.1 -0.35
O 1.0323 -6.7088 3.7362 0.0 -0.1 0.1 -0.49
O -1.2016 -2.4752 -6.1129 0.0 0.0 0.0 -0.55
O -0.6001 8.3564 3.8234 -0.1 0.0 0.0 -0.58
O 0.8323 5.4162 -3.1439 0.0 0.1 0.0 -0.51
O 1.6853 -1.4635 3.6270 -0.1 0.2 0.2 -0.64
O -0.0993 0.8967 3.1252 -0.3 0.5 -0.1 -0.41
N -2.2514 3.5480 1.9313 0.3 0.3 -0.3 -0.55
N -5.5223 2.2523 3.6708 -0.2 0.5 0.1 -0.45
C -2.5524 -0.5560 -5.7540 0.2 0.1 -0.1 -0.96
C 0.3594 -7.4884 4.3708 0.1 0.0 0.0 0.79
C -0.4075 6.0026 3.5626 0.1 0.2 0.0 -0.52
C -1.1858 0.7888 3.9925 -0.1 -0.7 0.5 -0.03
C -0.0642 2.5911 -2.8989 -0.4 -0.3 0.2 -1.26
C 2.2078 6.1811 -1.3657 -0.2 -0.2 0.1 -1.07
C 3.2021 -3.1857 3.0342 -0.1 0.0 0.2 -1.17
C 0.7989 0.4123 -3.9389 -0.2 -0.1 0.1 -1.13
C 0.7485 -4.8379 1.3300 0.0 0.3 0.1 -0.76
C -3.1037 -2.8507 -4.7398 0.2 -0.2 0.0 -1.10
C 1.7167 6.1600 -2.7870 -0.1 0.0 -0.1 0.81
C 3.0516 -1.3521 -6.5031 -0.1 0.0 0.0 0.82
C -2.4629 0.3199 3.2862 0.5 -0.2 0.0 -1.34
C 2.7205 -1.7602 3.0746 -0.1 0.1 -0.1 1.10
C -5.0176 1.8125 2.7416 0.4 -1.4 -0.2 0.18
C -1.0898 -7.2061 4.6784 0.0 0.2 -0.1 -1.07
C -2.1879 -2.0073 -5.5893 0.1 0.0 0.0 0.92
C 4.4125 -1.3648 -7.1547 0.1 0.0 0.2 -1.22
C -2.2087 7.0913 5.0319 0.0 0.3 0.0 -1.11
C 3.5764 -0.7218 2.3981 -0.2 0.2 0.1 -1.27
C -1.0272 7.2595 4.1099 0.1 0.1 -0.1 0.76
C -2.3612 2.4126 1.8379 -0.6 -0.9 0.4 -0.08
C -1.3591 2.0648 4.8494 0.7 -0.3 -1.3 0.62
C 2.3797 7.1103 -3.7526 -0.1 -0.1 -0.2 -1.15
C -2.7897 0.9978 1.9407 -0.3 0.1 -0.7 0.59
C -0.2322 1.1077 -3.0881 0.0 -0.2 -0.1 0.82
C -4.3422 0.9160 1.7668 0.1 1.0 -0.1 -0.17
C 0.9318 -8.7837 4.8885 0.2 0.1 -0.1 -1.14
C -0.6151 -3.7284 -0.5530 -0.1 0.3 0.0 -0.99
C 0.1330 -3.5896 0.7511 0.0 0.0 0.0 0.75
C 1.8510 -1.4376 -7.4122 -0.1 0.1 0.3 -0.70
H 3.2684 5.9251 -1.3329 0.0 0.2 0.0 0.34
H -1.1405 5.4428 2.9822 0.0 -0.1 0.1 0.06
H -3.1430 -2.4481 -3.7262 -0.1 0.1 0.0 0.24
H 1.2509 -4.5977 2.2612 -0.2 -0.1 -0.1 -0.20
H 0.8958 2.7973 -2.4268 0.1 0.1 -0.2 0.31
H 1.6488 5.4564 -0.7763 0.0 0.0 0.0 0.25
H 0.4406 0.1221 3.2982 0.7 -0.4 -0.3 0.19
H -2.3064 -0.7365 3.0602 0.0 0.0 -0.1 0.60
H -2.5669 -0.0667 -4.7780 -0.1 0.0 0.0 0.10
H -4.1076 -2.8588 -5.1672 -0.1 0.1 0.1 0.36
H 1.7913 0.5233 -3.5021 0.1 0.1 -0.1 0.51
H -2.7262 -3.8707 -4.7029 0.0 0.0 0.0 0.30
H 0.0557 -4.0975 -1.3303 -0.1 -0.1 0.0 0.37
H 0.3843 -9.6285 4.4679 -0.1 0.0 0.1 0.34
H -0.0994 3.0760 -3.8740 0.2 0.1 0.0 0.36
H -0.9372 0.0078 4.7191 -0.3 0.0 0.1 0.57
H -1.9170 6.5119 5.9093 -0.1 -0.1 -0.1 0.31
H -0.0414 5.3807 4.3795 -0.1 -0.1 0.0 0.24
H 3.1122 0.2572 2.5022 0.0 0.0 0.0 0.27
H 1.8819 -2.3661 -7.9840 0.0 0.1 -0.1 0.39
H 0.7964 0.8348 -4.9450 0.2 0.1 0.0 0.33
H 3.2850 -3.5191 1.9988 0.2 0.0 0.0 0.31
H -3.5311 -0.4619 -6.2278 -0.1 0.0 0.1 0.45
H 4.1756 -3.2642 3.5209 0.1 0.0 -0.1 0.49
H -1.8090 -0.0689 -6.3824 0.0 0.0 0.0 0.23
H 1.9771 -8.8594 4.5975 0.0 0.0 0.0 0.29
H 4.5650 -0.6965 2.8591 0.1 -0.1 -0.1 0.38
H 0.5611 -0.6469 -4.0017 0.1 0.0 0.0 0.26
H 2.2386 8.1392 -3.4185 0.2 0.0 0.0 0.34
H -4.6184 -0.1173 1.9546 -0.2 0.0 0.0 0.55
H -1.2421 -7.1701 5.7580 -0.1 -0.1 0.0 0.36
H 5.1820 -1.2987 -6.3885 0.0 0.0 0.0 0.32
H 0.8633 -8.8131 5.9769 -0.1 -0.1 0.0 0.34
H -3.0171 6.5763 4.5106 0.0 -0.2 0.1 0.30
H 1.4762 -5.2530 0.6298 -0.1 -0.1 0.0 0.42
H 3.6754 -0.9556 1.3372 0.1 -0.1 0.0 0.33
H -0.0244 -5.5786 1.5324 0.1 -0.1 -0.1 0.37
H 4.5106 -0.5139 -7.8306 0.0 -0.1 -0.1 0.32
H 1.9346 6.9940 -4.7385 0.0 0.0 0.0 0.30
H -1.3710 -6.2460 4.2502 0.0 0.0 0.0 0.24
H 2.4926 -3.8249 3.5556 0.1 0.1 0.1 0.14
H 0.9394 -1.4237 -6.8171 0.0 -0.1 0.0 -0.04
H 0.4253 6.2646 2.9203 0.1 0.1 -0.1 0.29
H 4.5487 -2.2907 -7.7154 0.0 0.1 -0.1 0.34
H -1.7214 -7.9854 4.2491 0.0 -0.1 0.1 0.33
H -1.4484 -4.4230 -0.4331 0.1 -0.1 -0.1 0.34
H -1.0040 -2.7578 -0.8555 0.0 0.0 0.0 0.02
H -0.8556 2.9993 -2.2738 0.0 0.0 0.0 0.35
H 1.8425 -0.5890 -8.0989 0.1 -0.1 -0.1 0.32
H 2.0614 7.1742 -0.9411 0.1 0.1 0.0 0.36
H 3.4471 6.8929 -3.8168 0.0 0.1 0.1 0.34
H -3.3067 0.3590 3.9777 0.0 0.3 -0.1 0.44
H -2.5598 8.0698 5.3535 0.0 0.0 0.0 0.33
```
Forces are in eV/Å.

## Properties
**Multiplicity**: 1
**Energy**: -7447.2716 hartree
**Frontier orbital gap**: 9.240 eV
**Lowest unoccupied orbital energy**: 0.32 eV
**SMILES string**: N#C[C@@H](Br)[C@@](Br)(C#N)C[C@@H](O)C(F)(F)F.CC(C)=O.CC(C)=O.CC(C)=O.CC(C)=O.CC(C)=O.CC(C)=O.CC(C)=O.CC(C)=O


The following is a quantum chemistry calculation of a molecular structure, C31H53BrMgNO3P3 at a distorted geometry, from the OMol25 dataset.

Geometry as XYZ:
```
93
Properties=species:S:1:pos:R:3:forces:R:3:mulliken_charge:R:1
Br 1.8633 -3.4899 6.7406 -0.3 0.4 -0.6 -0.11
P 0.3493 -2.2514 -0.7468 0.6 -3.4 -1.0 0.55
P 1.5611 2.0191 0.4566 2.9 1.7 -0.3 -0.04
P -0.8690 1.1340 -1.8611 -1.7 1.9 -2.8 0.30
Mg 0.0000 0.0000 0.0000 1.2 0.3 0.0 0.99
O 0.2113 2.2434 1.5759 3.3 0.7 -2.0 -0.11
O 2.7589 1.7336 -0.7896 -1.0 0.3 1.0 -0.69
O 2.6371 3.4020 0.7489 -4.1 -1.9 1.0 -0.46
N -5.5580 1.6853 0.6096 1.2 -0.5 0.2 -0.53
C 2.1054 -2.9247 -0.6838 0.1 0.7 0.0 -0.44
C -0.6804 -0.5484 1.9557 -5.4 2.2 -0.7 -1.20
C -0.3843 1.4975 -4.7527 -0.4 0.0 -0.1 -1.44
C -0.2343 -2.0796 5.3735 0.3 0.0 -0.4 -0.69
C -4.0418 -0.2100 0.6703 0.6 0.2 0.2 -0.19
C 0.6249 2.0960 3.9502 -0.1 -0.2 0.2 -1.02
C 0.5126 2.9995 2.7286 -1.2 1.8 2.2 -0.47
C 3.9195 3.0952 1.2718 1.9 0.4 0.4 -0.12
C -0.8103 -1.4130 4.2897 -0.1 0.1 -0.3 -0.37
C -1.1127 -4.7877 -0.2532 0.0 -0.2 -0.3 -1.45
C 0.3299 -3.8456 -3.2603 0.3 -0.3 0.1 -1.49
C -5.2731 0.3874 0.3914 -0.3 0.1 0.0 -0.55
C 1.0744 -2.5799 5.2596 0.0 0.0 0.0 -0.17
C -0.0945 -1.2337 3.0788 1.4 -0.9 0.7 1.39
C 4.5883 0.2824 -1.3117 0.4 -0.1 -0.3 -1.43
C -3.3023 1.9422 1.4724 0.4 -0.5 -0.1 -0.16
C 0.2400 1.3019 -3.3652 0.6 -0.1 0.6 -0.42
C -4.5729 2.4260 1.1548 -0.3 0.0 0.0 -0.35
C -1.5445 3.9400 -2.5306 0.1 0.1 -0.3 -1.52
C -1.3770 2.8831 -1.4320 0.1 -0.3 0.4 0.09
C -0.1973 -2.6172 -2.5068 -0.3 0.7 0.1 -0.39
C 3.2047 0.4050 -0.6843 0.4 -1.0 -0.6 0.87
C -1.6962 0.0410 1.4463 3.0 -2.9 3.8 0.19
C -3.5325 1.1821 -3.1561 -0.1 0.3 -0.1 -1.50
C 3.9213 2.3319 2.5914 0.1 0.2 0.1 -0.64
C -2.9928 0.5777 1.2195 -1.6 1.1 -1.2 -0.06
C -0.6439 -3.4411 0.3103 -0.1 0.6 0.4 -0.13
C 1.8084 -2.4199 4.0756 -0.2 0.1 -0.1 -0.86
C 1.2197 -1.7498 2.9989 -0.3 0.1 0.2 0.31
C -2.4362 0.3316 -2.5036 0.3 -0.5 0.3 0.17
C 2.3587 -4.4272 -0.5054 -0.2 -0.3 0.1 -1.51
H 3.4784 1.3244 2.4677 0.1 0.3 0.2 0.01
H 1.9578 -5.0251 -1.3391 0.2 0.3 0.3 0.27
H 0.9363 2.1281 -3.1266 -0.2 -0.3 -0.1 0.63
H 2.8257 -2.8144 4.0001 -0.4 0.2 0.0 0.49
H 4.9288 -0.7737 -1.2715 -0.2 0.6 0.0 0.36
H -0.3313 3.7012 2.8971 0.3 -0.3 -0.1 0.33
H -0.0774 -3.8648 -4.2880 0.1 0.1 0.5 0.41
H 0.4045 1.5356 -5.5262 -0.3 0.0 0.5 0.42
H 4.5593 0.6135 -2.3708 0.1 -0.2 0.7 0.35
H 4.5533 2.5959 0.5190 -0.5 0.1 0.2 0.06
H 2.5050 -0.2417 -1.2459 0.1 -0.2 0.2 -0.26
H -3.8754 -1.2719 0.4633 -0.1 0.4 0.1 0.53
H 0.0467 -4.7910 -2.7716 0.1 0.4 -0.2 0.27
H -0.6047 4.0939 -3.0891 -0.4 -0.1 0.2 0.33
H -6.0828 -0.2180 -0.0410 0.4 0.3 0.2 0.41
H -0.7921 -2.2134 6.3046 0.2 0.1 -0.4 0.47
H -4.3950 0.5421 -3.4174 0.4 0.2 0.1 0.43
H -1.8286 -1.0201 4.3696 0.4 -0.2 0.0 0.50
H 1.9033 -4.7978 0.4292 0.2 0.1 -0.4 0.32
H 1.3948 3.6496 2.6396 -0.2 -0.5 -0.4 0.43
H 3.2943 0.0583 0.3713 -0.3 0.1 -0.4 -0.03
H 1.4301 -3.8223 -3.3455 -0.4 0.0 0.0 0.31
H -2.8527 -0.1748 -1.6156 0.0 0.1 -0.4 0.04
H 5.3252 0.9034 -0.7620 -0.4 -0.4 -0.4 0.35
H -3.1912 1.6771 -4.0801 -0.1 -0.2 0.4 0.28
H -0.9653 2.4309 -4.8209 0.3 -0.4 0.0 0.27
H 4.4181 4.0691 1.4663 -0.6 -0.4 -0.3 0.43
H -1.5178 -2.8441 0.6291 0.2 -0.3 -0.1 0.28
H -1.7244 -5.3190 0.4989 0.3 0.3 -0.3 0.44
H -1.8209 4.9108 -2.0803 0.1 -0.5 -0.1 0.43
H 1.7654 -1.6075 2.0614 0.0 -0.1 0.3 0.30
H -0.0463 -3.5835 1.2296 -0.2 0.0 -0.3 0.33
H -1.0566 0.6610 -5.0103 0.3 0.3 0.1 0.30
H -2.1006 -0.4719 -3.1840 -0.1 0.3 0.2 0.55
H 1.4570 1.3736 3.8304 -0.4 0.3 0.1 0.16
H -2.5417 2.6036 1.8983 -0.3 -0.2 -0.2 0.39
H -4.8134 3.4818 1.3453 0.1 -0.5 -0.1 0.42
H -1.3026 -2.6264 -2.4645 0.4 0.0 0.0 0.54
H -3.9046 1.9551 -2.4631 0.1 -0.3 -0.3 0.29
H 4.9717 2.2109 2.9300 -0.6 0.0 -0.2 0.47
H -2.3061 2.7658 -0.8444 0.3 0.1 -0.2 -0.08
H -0.3222 1.5363 4.0962 0.6 0.3 0.0 0.27
H 3.4446 -4.6267 -0.4426 -0.5 0.2 0.0 0.42
H 2.5805 -2.3769 0.1486 0.0 -0.2 -0.3 0.26
H -0.2722 -5.4471 -0.5235 -0.3 0.3 0.1 0.27
H -0.6147 3.2168 -0.7080 -0.3 0.1 -0.2 0.43
H 3.3809 2.9001 3.3728 0.2 -0.5 -0.4 0.23
H 0.0694 -1.7040 -3.0687 -0.1 -0.3 0.1 0.23
H -1.7423 -4.6538 -1.1501 0.2 -0.1 0.4 0.32
H 2.5958 -2.5404 -1.5988 -0.2 -0.2 0.3 0.67
H 0.8592 0.3865 -3.3556 -0.1 0.3 -0.1 0.51
H 0.8108 2.7136 4.8548 -0.1 -0.4 -0.6 0.50
H -2.3314 3.6741 -3.2537 0.3 0.1 0.3 0.29
```
Forces are in eV/Å.

## Properties
**Multiplicity**: 1
**Energy**: -5291.0332 hartree
**Frontier orbital gap**: 6.436 eV
**Total charge**: +2
**Lowest unoccupied orbital energy**: -7.45 eV


The following is a quantum chemistry calculation of 2 unconnected molecules or ions with the total composition C31H53F8NO6PS at a distorted geometry, from the OMol25 dataset.

Geometry as XYZ:
```
101
Properties=species:S:1:pos:R:3:forces:R:3:mulliken_charge:R:1
S 2.1126 -2.7651 -0.3223 -0.4 0.0 0.0 -0.20
P 1.6686 -0.9517 -0.7887 3.6 -1.2 -0.7 -0.15
F 3.0003 -5.7243 5.2876 0.1 0.1 -0.1 -0.20
F 4.9621 -6.3459 3.8491 -0.3 -0.2 -0.4 -0.28
F 2.3190 -4.3821 6.8390 0.2 0.3 0.0 -0.28
F 3.2731 -6.3992 1.6513 0.4 0.0 0.1 -0.29
F 2.7357 -4.7262 2.9244 0.2 0.1 0.1 -0.20
F 5.9952 -5.7928 2.0428 -0.5 0.1 -0.2 -0.29
F 3.5038 -2.9369 4.8297 -0.1 -0.2 0.1 -0.27
F 4.6266 -2.9115 6.6879 0.0 -0.4 0.1 -0.33
O -0.0342 1.8443 0.0667 -0.3 -1.8 0.6 -0.69
O -4.4144 2.5738 -3.1461 -1.2 0.9 0.6 -0.18
O 4.1404 3.4762 0.5015 -0.1 2.1 -1.1 -0.32
O 5.4951 -4.1891 3.4746 -1.2 -0.9 0.1 -0.40
O 2.0961 2.1406 -1.1823 -0.7 -0.6 -1.4 -0.12
O -5.6191 4.4788 -3.8591 0.8 -3.5 2.1 -0.52
N -0.1118 -0.5248 -0.8585 0.7 0.9 0.3 1.21
C -0.5098 -1.0302 0.5081 -2.3 -2.3 3.9 0.28
C -0.8992 -3.8635 -1.6714 -1.7 -0.4 -0.2 -1.39
C -2.8636 2.9526 0.3831 -0.5 0.1 1.3 -0.76
C -2.8547 1.5834 -0.4667 -0.7 -0.2 1.5 0.29
C -6.8245 2.9388 -2.3083 2.0 -0.4 -0.6 -0.77
C 2.3241 3.5528 -1.2976 2.2 0.9 1.5 0.18
C -3.9587 -1.5836 -0.4144 -1.2 0.1 1.3 -0.79
C 3.7163 -5.2132 2.1347 -0.6 0.1 -0.5 0.49
C -3.2670 3.3743 -2.8125 -0.1 3.0 -0.1 -1.10
C 0.3567 -0.6397 1.7681 -0.6 2.5 2.2 -0.56
C -1.7347 1.4224 -1.5748 -0.8 -2.7 -2.0 2.14
C -0.0388 -1.5788 -3.3174 0.7 -0.3 -2.0 -0.46
C 3.8804 3.7766 -0.8776 -0.6 -1.0 -1.7 -0.83
C -0.5023 -1.7032 -4.6583 -0.3 -0.4 2.2 -0.94
C -1.7649 -2.4865 -1.8569 -0.4 -2.1 0.6 0.05
C 3.6752 4.3498 2.7383 0.3 -0.3 -1.4 -0.88
C -0.1141 0.2791 2.7575 1.1 -1.7 -2.1 -0.81
C -1.8949 2.7384 -2.4604 2.6 -0.1 -0.6 -0.88
C -3.0637 -0.1052 -3.5108 -0.3 0.6 -0.7 -1.54
C 5.0305 -5.3934 2.9017 1.5 0.5 1.1 0.72
C -2.9243 -2.6910 -0.7972 -0.3 -1.0 0.6 -0.99
C 4.1941 4.7350 1.2516 -0.8 0.1 1.2 -0.28
C 3.4311 -4.8643 6.2274 -0.5 -0.2 0.7 0.10
C 4.2561 -3.7141 5.6471 0.2 0.4 -0.8 0.91
C -5.5712 3.4292 -3.2025 -1.3 2.0 -0.8 0.59
C -2.6890 2.6952 1.9796 0.4 1.0 -0.7 -0.86
C -0.9258 -1.1471 -2.0128 -1.8 -1.4 -3.6 1.99
C -0.2126 0.9847 -1.1153 -0.4 6.4 1.3 -0.03
C 5.5534 -4.1092 4.9069 0.7 0.2 -0.1 -0.73
C 1.0116 1.6498 -1.9879 -0.2 0.4 -2.3 -1.21
C -1.7848 0.1303 -2.5964 0.5 1.0 -1.1 -1.49
H -3.8826 3.4790 0.2853 1.6 -0.8 -0.2 0.46
H 1.3729 -1.1102 2.0264 -1.3 1.0 -1.2 0.47
H -2.2709 -2.6826 -2.8777 1.0 1.0 1.5 0.30
H -3.5302 -3.6030 -1.1679 1.1 1.5 0.4 0.55
H 1.7170 4.1008 -0.5022 0.3 -0.5 -1.2 -0.01
H 4.0041 -5.4231 6.9724 0.2 0.1 0.0 0.29
H 5.2279 5.2126 1.2505 -1.1 -0.9 -0.1 0.31
H -1.5732 2.5975 2.1878 -1.5 -0.3 -0.1 0.04
H -1.7237 -4.6749 -1.7073 1.3 1.2 0.0 0.48
H 1.3477 0.9608 -2.8517 -0.2 0.8 1.5 0.05
H -1.2826 3.5468 -1.8986 -1.2 -0.9 -0.9 0.31
H 2.3120 -0.7628 -2.0726 -1.1 0.6 0.9 0.27
H -7.2054 1.9966 -2.8178 0.2 1.2 0.8 0.28
H -2.0610 3.7037 0.1015 -1.1 -0.9 0.1 0.23
H -0.5333 -2.1829 0.5407 0.3 1.8 -1.0 0.35
H 4.1756 4.8218 -1.2143 -0.3 -1.1 0.7 0.44
H -0.2228 -4.1123 -2.5394 -0.4 0.5 1.3 0.20
H -2.8759 0.7807 0.3501 0.4 0.9 -1.4 -0.66
H -1.2983 2.6336 -3.4462 -1.0 -0.1 1.5 0.48
H -3.1262 -1.1049 -4.0392 0.3 1.2 0.9 0.38
H 4.0603 5.0537 3.5397 -0.7 -0.8 -1.1 0.35
H -4.0726 0.1041 -3.0385 1.4 -0.3 -0.3 0.14
H 6.0256 -4.9939 5.3412 -0.3 0.0 0.0 0.34
H -2.4466 -3.0892 0.1768 -0.8 0.7 -1.4 0.22
H 0.6617 0.9338 3.2868 -1.2 -1.7 0.0 0.22
H -4.1460 -0.7132 -1.1030 0.5 -1.1 0.5 0.00
H 6.2613 -3.2969 5.0928 -0.3 0.0 -0.1 0.41
H -3.7195 -1.1534 0.6295 -0.3 -0.5 -1.6 0.17
H 0.0973 -1.3609 -5.5566 -0.1 -1.5 1.3 0.29
H 2.3976 -0.0396 0.0672 -1.4 0.1 -0.6 0.24
H -3.0173 3.6564 2.5235 0.3 -1.6 -0.7 0.42
H 2.2498 3.9940 -2.3434 -0.4 -0.8 1.2 0.32
H 1.0220 -2.0199 -3.2293 -1.2 1.9 0.2 0.17
H -3.2850 1.7913 2.3426 0.8 1.3 -0.5 0.20
H -0.1812 2.7716 -0.2104 0.1 -0.9 -0.1 0.43
H -0.4493 -3.9723 -0.6381 -0.2 0.3 -1.5 0.27
H 0.6668 2.5879 -2.5643 -0.3 -1.7 1.0 0.54
H -3.5889 4.1045 -1.9765 0.6 -1.3 -1.0 0.42
H -1.5988 -0.7833 0.7893 1.7 0.2 -1.0 -0.35
H -2.9766 0.6705 -4.3628 -0.2 -1.2 1.3 0.35
H -1.4969 -2.2309 -4.8828 1.0 2.0 0.3 0.23
H -3.1017 4.0795 -3.7148 0.1 -1.1 1.4 0.37
H -4.9872 -2.0869 -0.2651 1.6 0.8 -0.3 0.41
H 3.8454 -4.5241 1.2962 0.3 0.0 0.1 0.00
H 4.0579 3.2867 2.9361 -0.5 1.6 -0.1 0.23
H -7.5826 3.7761 -2.2355 1.0 -1.2 -0.2 0.31
H -3.9105 1.5032 -0.9257 1.9 0.0 0.2 0.42
H -1.0338 0.5380 -3.3778 -1.1 -0.7 1.3 0.47
H 3.4868 5.4936 0.7570 0.9 -1.0 0.8 0.30
H -6.3733 2.6356 -1.2984 -0.9 0.5 -1.3 0.20
H -1.2126 0.4053 3.0126 1.5 0.4 -1.0 0.32
H 2.5356 4.3117 2.6574 1.6 0.1 0.5 0.15
H 4.4605 3.0560 -1.5675 -0.7 0.9 1.3 0.28
```
Forces are in eV/Å.

## Properties
**Multiplicity**: 1
**Energy**: -3256.9640 hartree
**Frontier orbital gap**: 8.977 eV
**Total charge**: +1
**Lowest unoccupied orbital energy**: -2.80 eV